# 1
ORCA calculation (wB97M-V/def2-TZVPD) on 13 unconnected molecules or ions with the total composition C48H64BN12.

The highest occupied orbital energy is -4.863 eV. Its gap between HOMO and LUMO is 7.0 eV.

Structure (ORCA input):
```
! wB97M-V def2-TZVPD RIJCOSX def2/J DEFGRID3
* xyz -1 1
B -0.410 -0.265 -0.728
H -1.146 -0.013 -1.803
H 0.621 -0.902 -0.940
H 0.044 0.994 -0.319
H -1.037 -0.814 0.197
N 2.117 1.613 -2.486
C 1.837 2.964 -2.233
C 3.198 3.627 -2.201
C 4.271 2.573 -2.387
C 3.478 1.263 -2.561
H 1.306 0.768 -2.295
H 0.880 3.508 -2.132
H 3.370 4.659 -1.974
H 5.357 2.727 -2.506
H 3.813 0.199 -2.677
N -1.978 -2.221 -2.583
C -1.286 -3.445 -2.769
C -2.080 -4.145 -3.925
C -3.147 -3.213 -4.336
C -3.113 -2.025 -3.369
H -1.633 -1.579 -1.872
H -0.405 -3.888 -2.158
H -2.068 -5.248 -4.209
H -3.969 -3.472 -5.110
H -3.816 -1.186 -3.218
N -1.425 2.547 -2.447
C -0.919 3.030 -3.647
C -1.593 4.466 -3.832
C -2.221 4.696 -2.550
C -2.125 3.468 -1.681
H -1.211 1.511 -1.999
H -0.282 2.440 -4.336
H -0.989 5.117 -4.458
H -2.683 5.792 -2.101
H -2.294 3.234 -0.624
N 0.462 4.875 1.871
C 0.363 4.652 0.542
C 0.087 5.991 -0.172
C -0.078 7.015 0.890
C 0.287 6.225 2.170
H 0.717 4.399 2.744
H 0.590 3.480 0.116
H -0.126 6.283 -1.180
H -0.458 8.067 1.041
H 0.489 6.554 3.157
N 4.269 -3.890 -0.612
C 4.202 -5.342 -0.788
C 3.206 -5.565 -2.074
C 2.749 -4.112 -2.374
C 3.330 -3.147 -1.330
H 4.851 -3.334 0.081
H 4.825 -5.924 -0.175
H 2.932 -6.355 -2.598
H 2.086 -3.856 -3.153
H 3.133 -2.084 -1.235
N 1.185 -4.829 0.645
C 1.426 -5.981 1.287
C 0.118 -6.377 2.051
C -0.848 -5.369 1.552
C -0.030 -4.321 0.630
H 1.846 -4.230 0.158
H 2.508 -6.495 1.328
H -0.194 -7.098 2.810
H -1.961 -5.302 1.747
H -0.323 -3.476 0.164
N -4.315 -1.212 2.288
C -5.511 -1.354 3.018
C -5.541 -2.650 3.813
C -4.081 -3.227 3.538
C -3.358 -2.161 2.553
H -4.228 -0.258 1.691
H -6.321 -0.756 2.795
H -6.347 -3.141 4.398
H -3.539 -4.079 4.086
H -2.326 -1.967 2.133
N 1.765 2.274 3.202
C 0.444 2.021 3.271
C -0.139 2.598 4.542
C 0.949 3.584 4.985
C 2.210 3.212 4.121
H 2.281 1.666 2.357
H 0.031 1.356 2.529
H -1.043 2.525 5.151
H 1.026 4.480 5.755
H 3.227 3.629 4.174
N 3.590 1.581 0.692
C 3.233 0.470 1.442
C 4.108 0.569 2.538
C 5.094 1.663 2.352
C 4.732 2.278 0.958
H 3.240 1.778 -0.132
H 2.358 -0.143 1.274
H 4.262 -0.199 3.380
H 5.948 2.019 3.012
H 5.257 3.056 0.371
N -3.664 0.804 0.146
C -3.680 1.941 0.995
C -5.184 2.301 0.981
C -5.980 1.223 0.214
C -4.912 0.325 -0.330
H -2.563 0.522 -0.111
H -2.865 2.283 1.376
H -5.545 3.294 1.395
H -6.998 1.097 -0.088
H -5.164 -0.630 -0.917
N 0.696 -3.365 3.746
C 0.253 -2.101 3.595
C 0.881 -1.231 4.645
C 1.754 -2.055 5.413
C 1.554 -3.513 4.827
H 0.353 -4.243 3.102
H -0.541 -1.749 2.679
H 0.955 -0.213 4.553
H 2.441 -1.928 6.219
H 1.953 -4.462 5.123
N -0.552 -0.407 -4.650
C -1.415 0.258 -5.576
C -0.375 1.078 -6.483
C 0.901 0.870 -5.884
C 0.805 -0.182 -4.776
H -0.791 -1.229 -3.909
H -2.444 0.317 -5.825
H -0.599 1.606 -7.281
H 1.885 1.133 -6.315
H 1.716 -0.644 -4.130
*
```

# 2
ORCA calculation (wB97M-V/def2-TZVPD) on a molecular structure, C41H44IrN3O3P2Si.

The highest occupied orbital energy (spin up / spin down) is -15.930 / -16.094 eV. Its gap between HOMO and LUMO (spin up / spin down) is 7.7 / 6.4 eV. The expectation value of S² is 0.787.

Structure (ORCA input):
```
! wB97M-V def2-TZVPD RIJCOSX def2/J DEFGRID3
* xyz 3 2
Ir 0.296 -0.055 0.410
N 3.030 -0.792 0.859
P 1.699 -1.332 1.772
C 1.873 -0.742 3.460
C 0.783 -0.886 4.319
C 0.896 -0.518 5.649
C 2.096 -0.003 6.125
C 3.182 0.138 5.273
C 3.074 -0.231 3.940
C 1.745 -3.113 1.889
C 2.972 -3.775 1.929
C 3.009 -5.132 2.202
C 1.830 -5.824 2.451
C 0.610 -5.163 2.414
C 0.563 -3.807 2.130
P 2.420 0.660 0.246
C 2.962 0.989 -1.421
C 3.213 2.303 -1.825
C 3.555 2.563 -3.143
C 3.644 1.523 -4.058
C 3.390 0.214 -3.661
C 3.045 -0.052 -2.349
C 3.066 1.945 1.309
C 2.396 2.458 2.415
C 3.055 3.320 3.280
C 4.382 3.653 3.059
C 5.067 3.119 1.972
C 4.416 2.265 1.100
H 4.006 -1.049 0.941
H -0.143 -1.326 3.957
H 0.061 -0.649 6.325
H 2.187 0.279 7.165
H 4.117 0.531 5.648
H 3.925 -0.107 3.281
H 3.905 -3.247 1.770
H 3.959 -5.648 2.239
H 1.865 -6.881 2.678
H -0.306 -5.706 2.608
H -0.392 -3.294 2.098
H 3.157 3.119 -1.116
H 3.765 3.578 -3.452
H 3.924 1.730 -5.083
H 3.477 -0.595 -4.373
H 2.868 -1.072 -2.037
H 1.377 2.174 2.621
H 2.530 3.725 4.135
H 4.890 4.327 3.736
H 6.104 3.373 1.801
H 4.959 1.864 0.252
C -2.888 2.982 -0.848
Si -1.033 2.954 -1.036
C -0.366 3.808 -2.552
C -0.235 3.786 0.410
N -0.596 1.157 -1.088
C -0.747 0.495 -2.242
C -1.410 1.021 -3.401
C -1.486 0.314 -4.567
C -0.918 -0.963 -4.658
C -0.311 -1.550 -3.551
C -0.252 -0.839 -2.382
O 0.280 -1.387 -1.219
C 0.288 -2.822 -1.145
C 1.483 -3.494 -1.257
C 1.441 -4.884 -1.274
C 0.227 -5.548 -1.190
C -0.961 -4.834 -1.071
C -0.937 -3.449 -1.043
H -3.273 3.976 -1.090
H -3.168 2.780 0.190
H -3.404 2.263 -1.485
H -0.125 4.837 -2.271
H -1.044 3.866 -3.401
H 0.561 3.338 -2.890
H -0.562 4.829 0.357
H 0.853 3.802 0.344
H -0.525 3.401 1.384
H -1.878 1.989 -3.341
H -1.994 0.737 -5.423
H -0.968 -1.513 -5.588
H 0.089 -2.553 -3.611
H 2.424 -2.971 -1.337
H 2.362 -5.443 -1.369
H 0.203 -6.629 -1.220
H -1.907 -5.356 -1.015
H -1.849 -2.866 -0.984
N -3.936 0.334 2.800
C -2.644 1.072 3.000
C -1.642 0.538 1.991
O -0.498 1.079 1.961
O -1.958 -0.402 1.242
H -4.693 0.944 2.483
H -4.258 -0.136 3.648
H -3.756 -0.376 2.070
H -2.277 0.906 4.011
H -2.803 2.139 2.860
*
```

# 3
ORCA calculation (wB97M-V/def2-TZVPD) on a single C4H7N3 molecule.

The highest occupied orbital energy (spin up / spin down) is -9.717 / -9.595 eV. Its gap between HOMO and LUMO (spin up / spin down) is 8.4 / 8.2 eV.

Structure (ORCA input):
```
! wB97M-V def2-TZVPD RIJCOSX def2/J DEFGRID3
* xyz 0 1
C 0.270 -0.271 1.385
C 0.848 0.769 -1.098
N 0.271 -1.553 0.886
C -0.384 0.339 -0.284
N -1.447 1.105 -0.158
C -0.744 -1.106 -0.769
N -1.275 -1.865 -1.482
H -0.500 -2.103 1.273
H -1.233 1.899 0.450
H 1.248 0.190 1.521
H -0.461 -0.012 2.153
H 1.669 0.071 -0.932
H 1.147 1.771 -0.789
H 0.592 0.766 -2.156
*
```

# 4
ORCA calculation (wB97M-V/def2-TZVPD) on a molecular structure, C25H28Cl2IrN8O4S.

The highest occupied orbital energy (spin up / spin down) is -12.949 / -13.581 eV. Its gap between HOMO and LUMO (spin up / spin down) is 7.6 / 5.6 eV. The expectation value of S² is 8.782.

Structure (ORCA input):
```
! wB97M-V def2-TZVPD RIJCOSX def2/J DEFGRID3
* xyz 2 6
Ir -0.519 0.636 0.556
Cl -4.026 3.757 -4.776
C -3.675 2.921 -3.340
C -2.392 2.934 -2.826
C -2.078 2.256 -1.644
N -0.856 2.221 -1.063
C 0.111 3.148 -1.335
O -0.016 4.128 -2.041
C 1.407 2.854 -0.641
C 2.431 3.794 -0.703
C 3.658 3.488 -0.135
C 3.823 2.235 0.438
C 2.742 1.365 0.470
N 1.551 1.675 -0.030
C -3.124 1.530 -0.954
C -4.416 1.527 -1.499
C -4.703 2.204 -2.665
Cl -6.283 2.179 -3.294
N -2.762 0.899 0.178
C -3.666 0.490 1.118
O -4.820 0.860 1.187
C -3.088 -0.457 2.125
C -3.946 -1.056 3.045
C -3.427 -1.974 3.943
C -2.077 -2.282 3.866
C -1.294 -1.632 2.920
N -1.784 -0.723 2.089
H -1.620 3.480 -3.345
H 2.243 4.730 -1.206
H 4.471 4.198 -0.161
H 4.774 1.926 0.847
H 2.827 0.388 0.925
H -5.199 0.985 -0.993
H -4.991 -0.787 3.023
H -4.067 -2.458 4.665
H -1.624 -3.013 4.519
H -0.241 -1.853 2.827
C 2.180 0.367 5.498
O 1.961 -0.126 4.179
C 1.137 0.418 3.312
O 1.056 -0.093 2.202
N 0.409 1.509 3.662
N -0.468 2.097 2.728
H 2.908 -0.322 5.926
H 1.268 0.344 6.099
H 2.608 1.372 5.486
H 0.496 1.925 4.580
H -0.172 3.050 2.513
H -1.417 2.130 3.102
C 2.596 -5.157 -1.953
C 1.389 -4.455 -2.558
N 0.797 -3.490 -1.637
C 0.592 -2.183 -1.705
S -0.729 -1.602 -0.734
N 1.249 -1.303 -2.442
C 2.431 -1.498 -3.265
C 2.107 -1.738 -4.737
H 2.940 -5.939 -2.623
H 2.334 -5.617 -1.005
H 3.423 -4.472 -1.789
H 0.612 -5.195 -2.767
H 1.656 -3.979 -3.495
H 0.267 -3.939 -0.900
H 0.880 -0.362 -2.402
H 3.003 -2.328 -2.852
H 3.039 -0.594 -3.174
H 1.395 -2.546 -4.877
H 3.017 -1.999 -5.268
H 1.691 -0.848 -5.195
*
```

# 5
ORCA calculation (wB97M-V/def2-TZVPD) on 6 unconnected molecules or ions with the total composition C23H37FN6O6S.

The highest occupied orbital energy is -1.026 eV. Its gap between HOMO and LUMO is 4.2 eV.

Structure (ORCA input):
```
! wB97M-V def2-TZVPD RIJCOSX def2/J DEFGRID3
* xyz -2 1
O -1.458 4.591 0.434
C -0.959 4.277 1.526
O -1.066 4.869 2.636
C -0.018 3.007 1.555
N 0.451 2.837 2.951
S 1.823 2.086 3.291
O 2.851 3.019 3.640
O 1.622 1.043 4.249
F 2.358 1.483 1.983
C -0.650 1.678 1.008
O -1.774 1.733 0.475
O 0.044 0.656 1.241
H 0.824 3.277 0.932
H -0.278 2.472 3.546
C -4.829 1.303 -0.659
C -5.469 -0.074 -0.776
C -6.250 -0.526 0.467
C -5.447 -0.663 1.679
N -4.815 -0.802 2.621
H -4.056 1.346 0.114
H -4.351 1.572 -1.591
H -5.583 2.061 -0.442
H -4.700 -0.814 -1.009
H -6.177 -0.069 -1.613
H -6.712 -1.499 0.283
H -7.048 0.189 0.677
C -1.236 1.771 -3.254
C -1.080 3.097 -3.989
C 0.349 3.641 -3.909
C 0.741 3.873 -2.526
N 0.984 4.052 -1.424
H -1.051 1.871 -2.179
H -2.249 1.397 -3.373
H -0.549 1.019 -3.655
H -1.774 3.828 -3.571
H -1.339 2.971 -5.047
H 0.443 4.580 -4.458
H 1.045 2.924 -4.350
C -8.765 0.771 -5.326
C -9.473 0.741 -3.977
C -9.398 2.081 -3.237
C -8.015 2.459 -2.966
N -6.932 2.752 -2.743
H -7.700 0.973 -5.208
H -8.865 -0.189 -5.833
H -9.188 1.541 -5.975
H -9.034 -0.039 -3.353
H -10.525 0.482 -4.121
H -9.927 2.022 -2.285
H -9.861 2.871 -3.829
C 5.937 0.009 3.589
C 4.991 -0.650 2.595
C 5.352 -2.110 2.292
C 6.685 -2.238 1.709
N 7.728 -2.337 1.247
H 6.958 0.057 3.202
H 5.609 1.027 3.794
H 5.956 -0.536 4.536
H 4.983 -0.076 1.668
H 3.977 -0.621 2.993
H 4.634 -2.540 1.593
H 5.327 -2.704 3.208
C 8.776 -6.523 1.010
C 8.412 -5.852 2.329
C 9.338 -6.259 3.481
C 9.293 -7.696 3.738
N 9.246 -8.823 3.929
H 8.679 -7.608 1.074
H 8.116 -6.177 0.216
H 9.802 -6.287 0.720
H 7.381 -6.096 2.589
H 8.464 -4.770 2.208
H 9.054 -5.743 4.398
H 10.369 -5.988 3.251
*
```

# 6
ORCA calculation (wB97M-V/def2-TZVPD) on a molecular structure, C29H33EuN9O3S.

The highest occupied orbital energy (spin up / spin down) is -2.391 / -4.406 eV. Its gap between HOMO and LUMO (spin up / spin down) is 5.0 / 5.0 eV. The expectation value of S² is 12.126.

Structure (ORCA input):
```
! wB97M-V def2-TZVPD RIJCOSX def2/J DEFGRID3
* xyz -1 7
Eu -0.166 0.458 0.516
C -2.830 1.083 -2.843
C -1.358 1.617 -2.818
C -0.206 0.616 -3.033
N 0.244 -0.132 -1.888
C 1.166 -1.083 -2.079
C 1.444 -1.662 -3.353
C 2.288 -2.758 -3.694
C 3.447 -3.158 -3.024
C 4.026 -2.534 -1.905
C 3.363 -1.796 -0.956
C 1.911 -1.545 -0.890
N 1.222 -1.495 0.219
C 1.560 -2.296 1.401
C 0.398 -2.515 2.356
C -1.027 -2.693 1.736
N -1.627 -1.448 1.242
C -2.814 -1.494 0.673
C -3.456 -2.635 0.129
C -4.630 -2.735 -0.601
C -5.795 -1.968 -0.672
C -5.907 -0.760 -0.006
C -4.862 0.005 0.465
C -3.452 -0.211 0.494
N -2.625 0.788 0.164
C -3.245 1.962 -0.451
C -3.788 1.802 -1.882
H -2.839 0.049 -2.544
H -3.223 1.085 -3.850
H -1.129 2.176 -1.910
H -1.254 2.329 -3.654
H 0.666 1.121 -3.475
H -0.583 -0.064 -3.781
H 0.853 -1.201 -4.156
H 2.112 -3.285 -4.627
H 3.939 -4.013 -3.562
H 5.074 -2.756 -1.755
H 3.909 -1.340 -0.119
H 2.280 -1.762 2.031
H 2.055 -3.235 1.083
H 0.313 -1.667 3.043
H 0.604 -3.419 3.001
H -1.707 -3.154 2.470
H -0.960 -3.454 0.906
H -2.849 -3.522 0.176
H -4.713 -3.652 -1.188
H -6.639 -2.413 -1.153
H -6.908 -0.303 0.041
H -5.180 1.005 0.806
H -2.456 2.743 -0.525
H -4.053 2.343 0.182
H -3.901 2.868 -2.234
H -4.740 1.340 -1.929
N -0.272 1.741 5.816
C 0.238 1.326 4.628
S -0.839 0.426 3.661
N 1.546 1.632 4.386
N 2.124 1.137 3.282
C 3.424 1.348 3.128
C 3.992 1.543 1.843
C 5.334 2.024 1.769
C 5.861 2.501 0.576
C 5.026 2.632 -0.539
C 3.769 2.039 -0.437
N 3.302 1.405 0.689
H -1.205 1.437 6.049
H 0.370 1.984 6.548
H 4.023 1.647 3.989
H 5.943 2.094 2.670
H 6.929 2.831 0.471
H 5.361 3.099 -1.455
H 3.010 2.153 -1.209
O -0.089 4.661 0.282
N 0.029 3.460 0.400
O 0.393 2.782 -0.587
O -0.222 2.862 1.460
*
```

# 7
ORCA calculation (wB97M-V/def2-TZVPD) on a single C4H5N3 molecule.

The highest occupied orbital energy is -9.856 eV. Its gap between HOMO and LUMO is 10.4 eV. The SMILES is CNC1=N[C@H]1C#N.

Structure (ORCA input):
```
! wB97M-V def2-TZVPD RIJCOSX def2/J DEFGRID3
* xyz 0 1
C -1.776 0.027 0.050
N -0.719 0.096 -0.892
C 1.472 -0.471 0.258
C 0.539 -0.267 -0.766
N 1.591 -0.444 -1.416
C 2.005 0.528 1.099
N 2.443 1.327 1.809
H -1.471 -0.698 0.790
H -2.672 -0.326 -0.459
H -2.028 0.989 0.496
H -0.893 0.675 -1.672
H 1.511 -1.436 0.704
*
```

# 8
ORCA calculation (wB97M-V/def2-TZVPD) on 2 unconnected molecules or ions with the total composition CH2Br4P2.

The highest occupied orbital energy (spin up / spin down) is -8.222 / -8.631 eV. Its gap between HOMO and LUMO (spin up / spin down) is 6.5 / 7.1 eV.

Structure (ORCA input):
```
! wB97M-V def2-TZVPD RIJCOSX def2/J DEFGRID3
* xyz 0 1
C -0.158 0.768 -0.231
P -4.894 0.099 0.311
P -1.825 0.879 0.066
Br -5.013 -0.788 -1.667
Br -5.045 -1.726 1.534
Br -1.701 0.643 2.286
Br -2.537 2.962 -0.330
H 0.326 1.171 -1.095
H 0.207 -0.240 0.182
*
```

Respective E values: -2548.3468 -3054.5410 -320.6956 -3130.8253 -2176.6286 -2951.5734 -319.5968 -11018.0568 a.u..